Record 1
50
Properties=species:S:1:pos:R:3 method="wB97M-V/def2-TZVPD" spin_multiplicity=1 fmax_ev_per_a=3.6 homo_lumo_gap_ev=8.43 energy_ha=-1091.81966 relative_energy_kj_mol=284.63
C -0.073 -3.525 1.859
C 0.616 -2.220 2.341
N 0.269 -1.879 3.734
N -0.347 -0.576 3.713
C 0.185 0.144 2.570
N -0.479 1.298 2.059
C -0.400 1.645 0.723
C 0.337 0.845 -0.172
C 0.567 1.375 -1.504
O 1.390 0.835 -2.296
C -0.019 2.669 -1.981
C -1.328 3.072 -1.216
C -2.553 2.183 -1.624
C -1.590 4.557 -1.522
C -1.039 2.955 0.303
C 0.939 -0.508 0.306
C 2.493 -0.451 0.522
O 3.126 -1.509 -0.298
C 2.120 -2.046 -1.050
C 2.257 -3.064 -2.021
C 1.116 -3.501 -2.710
C -0.179 -3.039 -2.399
C -0.282 -2.028 -1.410
C 0.864 -1.531 -0.790
C 0.155 -0.964 1.544
H 0.284 -4.374 2.418
H 0.194 -3.639 0.826
H -1.163 -3.431 1.944
H 1.685 -2.360 2.209
H -0.356 -2.557 4.162
H -0.165 -0.007 4.556
H 1.228 0.419 2.785
H -1.245 1.661 2.606
H 0.715 3.449 -1.844
H -0.203 2.542 -3.057
H -2.673 2.206 -2.721
H -2.443 1.173 -1.241
H -3.476 2.578 -1.212
H -0.750 5.178 -1.043
H -1.608 4.768 -2.580
H -2.550 4.842 -1.105
H -0.379 3.751 0.665
H -1.955 3.027 0.841
H 2.864 0.515 0.187
H 2.695 -0.566 1.568
H 3.217 -3.494 -2.277
H 1.172 -4.218 -3.529
H -1.043 -3.417 -2.949
H -1.289 -1.663 -1.176
H -0.900 -1.123 1.282

Record 2
53
Properties=species:S:1:pos:R:3 method="wB97M-V/def2-TZVPD" spin_multiplicity=1 fmax_ev_per_a=1.2 homo_lumo_gap_ev=8.18 energy_ha=-1963.46337 relative_energy_kj_mol=102.92
C -0.380 4.414 5.511
C 0.631 3.274 5.421
O 0.046 2.058 5.004
C -0.277 1.877 3.691
C 0.022 2.749 2.650
C -0.340 2.440 1.351
C -0.996 1.252 1.064
N -1.415 0.919 -0.232
C -0.664 1.050 -1.360
S 0.936 1.491 -1.330
N -1.289 0.816 -2.545
C -0.509 0.543 -3.728
C -0.320 -0.983 -3.832
N -1.456 -1.686 -3.274
S -1.366 -2.490 -1.781
O -2.086 -1.722 -0.790
O -1.863 -3.810 -2.022
C 0.362 -2.583 -1.345
C 0.865 -1.809 -0.316
C 2.208 -1.900 0.001
C 3.047 -2.764 -0.697
C 4.499 -2.842 -0.344
C 2.511 -3.553 -1.711
C 1.170 -3.467 -2.037
C -2.708 -0.981 -3.415
C -2.666 0.407 -2.723
C -1.311 0.383 2.108
C -0.955 0.691 3.402
H -0.810 4.629 4.536
H -1.184 4.140 6.188
H 0.109 5.309 5.887
H 1.469 3.546 4.768
H 1.029 3.054 6.416
H 0.539 3.679 2.828
H -0.105 3.130 0.557
H -2.050 0.123 -0.247
H -1.054 0.930 -4.593
H 0.454 1.049 -3.651
H 0.571 -1.284 -3.280
H -0.198 -1.283 -4.879
H 0.211 -1.152 0.232
H 2.608 -1.288 0.794
H 4.618 -3.231 0.667
H 5.036 -3.490 -1.030
H 4.945 -1.850 -0.371
H 3.149 -4.237 -2.250
H 0.732 -4.073 -2.815
H -3.478 -1.611 -2.971
H -2.913 -0.876 -4.484
H -3.159 1.151 -3.361
H -3.190 0.378 -1.771
H -1.834 -0.538 1.891
H -1.189 0.022 4.215

Record 3
53
Properties=species:S:1:pos:R:3 method="wB97M-V/def2-TZVPD" spin_multiplicity=1 fmax_ev_per_a=1.1 homo_lumo_gap_ev=9.65 energy_ha=-1640.53359 relative_energy_kj_mol=277.21
C -7.014 -0.415 -1.646
O -5.673 -0.513 -2.063
C -4.906 -1.381 -1.260
C -4.682 -0.901 0.180
O -4.958 -1.626 1.118
N -4.184 0.342 0.350
C -3.711 1.230 -0.686
C -2.191 1.383 -0.599
C -1.801 1.895 0.792
O -0.408 2.146 0.922
C 0.457 1.091 0.708
C 0.819 0.247 1.753
C 1.740 -0.763 1.542
C 2.317 -0.937 0.290
C 3.276 -2.058 0.021
O 2.936 -3.049 -0.595
N 4.528 -1.898 0.521
C 5.552 -2.864 0.188
C 4.994 -0.660 1.111
C 5.406 0.317 0.056
N 6.326 0.104 -0.815
C 6.460 1.133 -1.681
C 5.619 2.178 -1.468
S 4.597 1.862 -0.122
C 1.952 -0.095 -0.753
C 1.033 0.916 -0.545
C -2.349 0.932 1.849
C -3.863 0.800 1.687
H -7.505 0.260 -2.346
H -7.090 -0.011 -0.631
H -7.506 -1.394 -1.673
H -3.941 -1.494 -1.762
H -5.385 -2.368 -1.189
H -4.006 0.861 -1.666
H -4.182 2.210 -0.535
H -1.848 2.081 -1.364
H -1.714 0.415 -0.773
H -2.241 2.888 0.947
H 0.386 0.394 2.730
H 2.008 -1.425 2.353
H 6.314 -2.398 -0.439
H 6.013 -3.248 1.100
H 5.078 -3.680 -0.353
H 4.213 -0.214 1.729
H 5.856 -0.898 1.743
H 7.201 1.068 -2.456
H 5.541 3.099 -2.008
H 2.392 -0.237 -1.729
H 0.762 1.583 -1.349
H -2.116 1.302 2.848
H -1.890 -0.051 1.722
H -4.263 0.069 2.392
H -4.346 1.769 1.855